(1)
{"formula": "C5H30N2O12", "method": "ωB97M-V with the def2-TZVPD basis set", "multiplicity": 1, "homo_ev": -9.643, "total_charge": 0, "smiles": "NC(N)=O.OCCO.OCCO.O.O.O.O.O.O.O", "e_above_lowest_kcal_mol": 26.5, "e_tot_ev": -33221.997, "orbital_gap_ev": 9.520, "elements": ["C", "C", "O", "O", "H", "H", "H", "H", "H", "H", "C", "C", "O", "O", "H", "H", "H", "H", "H", "H", "C", "O", "N", "N", "H", "H", "H", "H", "O", "H", "H", "O", "H", "H", "O", "H", "H", "O", "H", "H", "O", "H", "H", "O", "H", "H", "O", "H", "H"], "positions_angstrom": [[-1.169084, 0.170916, 0.774219], [-0.793987, -1.085767, 0.003220], [0.577604, -1.409876, 0.142453], [-0.919805, 0.001897, 2.154766], [-2.224968, 0.434271, 0.674143], [-0.573414, 1.018565, 0.429025], [-1.002873, -0.859378, -1.048494], [-1.302529, -2.032126, 0.200383], [0.802602, -2.187339, -0.405910], [-1.290046, 0.784471, 2.582572], [1.314139, 2.298889, -1.648715], [2.155458, 1.176405, -1.077448], [2.041010, 1.002769, 0.286007], [1.909236, 3.567460, -1.401626], [0.306987, 2.319658, -1.220125], [1.150657, 2.217736, -2.724138], [3.190360, 1.213048, -1.436939], [1.886517, 0.280900, -1.659722], [1.552422, 0.168162, 0.387019], [1.980090, 3.708322, -0.453534], [-2.687476, 3.442171, 2.505617], [-2.983681, 2.520344, 3.272182], [-3.310383, 3.680213, 1.344277], [-1.807327, 4.407825, 2.799609], [-3.908233, 2.976733, 0.947753], [-3.174409, 4.577538, 0.918094], [-1.432063, 4.454922, 3.732683], [-1.454123, 5.103992, 2.168800], [3.026909, -1.855697, -3.059485], [3.657164, -2.437697, -3.493557], [3.091400, -2.078598, -2.124761], [2.764341, -2.002845, 1.886888], [2.588418, -1.424657, 2.637987], [1.962326, -1.945824, 1.353734], [-1.421993, -0.026655, -3.772316], [-1.194097, 0.758135, -4.279562], [-0.645919, -0.590426, -3.848239], [0.885507, -3.445750, -1.549349], [0.022053, -3.236772, -1.948394], [1.326302, -3.989945, -2.205938], [-0.698377, -4.186519, 1.713500], [-0.506248, -3.611714, 0.970780], [-0.643799, -3.614374, 2.484906], [1.200821, -0.566463, 3.849585], [0.734705, -0.862429, 4.635258], [0.504811, -0.247470, 3.249272], [-1.562675, -3.099309, -2.751579], [-2.476100, -2.964591, -2.481315], [-1.448228, -2.523123, -3.513586]], "atomic_forces_ev_per_a": [[0.1, -0.4, 0.3], [0.0, -0.2, -1.0], [0.5, 0.6, 0.4], [0.0, 0.1, 0.5], [-0.1, -0.3, -0.5], [0.1, -0.1, -0.4], [-0.1, 0.1, -0.1], [-0.9, 0.6, 0.6], [0.0, 0.2, -0.1], [-0.2, 0.0, 0.3], [0.1, 0.6, 0.6], [-0.1, -1.0, -2.4], [-0.2, -0.1, 0.6], [0.0, 0.4, -0.4], [-0.1, -0.4, 0.2], [0.5, 0.0, -0.1], [0.2, 0.9, 0.5], [-0.6, -0.3, 0.4], [0.3, 0.1, 0.3], [0.0, -0.2, 0.1], [-1.1, -0.6, 1.2], [0.7, 0.2, -0.7], [-0.4, -0.3, -1.2], [1.5, 1.0, 1.3], [-0.1, 0.2, 0.0], [-0.3, -0.2, -0.4], [-0.1, -0.3, -0.1], [-0.2, -0.2, -0.2], [0.0, -0.1, -0.1], [0.1, 0.1, 0.0], [0.0, 0.0, 0.1], [0.3, -0.2, -0.2], [-0.2, 0.0, 0.1], [0.0, 0.1, 0.3], [0.0, -0.2, 0.0], [0.0, 0.1, 0.0], [0.2, 0.2, 0.0], [-0.3, 0.0, 0.0], [-0.1, -0.2, 0.0], [0.2, 0.0, 0.1], [-0.2, -0.2, 0.1], [0.2, 0.0, 0.0], [0.1, 0.1, 0.0], [0.0, 0.2, 0.1], [0.0, -0.1, 0.0], [0.1, -0.2, -0.1], [0.0, 0.1, -0.2], [0.0, 0.0, 0.1], [-0.2, 0.0, -0.1]], "mulliken_charge": [-0.673, -0.303, -0.098, -0.675, 0.406, 0.109, 0.188, 0.541, 0.385, 0.268, -0.295, 0.293, -0.544, -0.564, 0.107, 0.315, 0.367, -0.173, 0.003, 0.314, 0.784, -0.679, -0.399, -0.432, 0.221, 0.164, 0.221, 0.161, -0.604, 0.291, 0.311, -0.694, 0.350, 0.332, -0.620, 0.297, 0.290, -0.595, 0.338, 0.269, -0.659, 0.348, 0.328, -0.670, 0.287, 0.462, -0.669, 0.301, 0.297]}

=====

(2)
{"formula": "C18H27IrN2O5P2S", "method": "ωB97M-V with the def2-TZVPD basis set", "multiplicity": 6, "homo_ev": [-18.051, -18.872], "total_charge": 3, "e_above_lowest_kcal_mol": 0.0, "e_tot_ev": -64541.391, "orbital_gap_ev": [8.327, 5.445], "elements": ["Ir", "P", "C", "C", "N", "C", "C", "C", "C", "C", "P", "H", "H", "H", "H", "H", "H", "H", "H", "O", "H", "H", "O", "H", "C", "H", "H", "H", "C", "H", "H", "H", "C", "H", "H", "H", "C", "H", "H", "H", "O", "S", "O", "N", "C", "O", "C", "C", "C", "C", "C", "C", "H", "H", "H", "H"], "positions_angstrom": [[0.007657, 0.363936, -0.082433], [-2.162465, 0.215969, -0.657872], [-2.061358, 0.662939, -2.404553], [-0.876313, 1.343838, -2.803089], [0.236145, 1.252007, -1.975864], [1.479595, 1.530110, -2.402929], [1.652335, 2.232777, -3.595192], [0.546195, 2.471510, -4.413463], [-0.698660, 2.008078, -4.040429], [2.621757, 1.060644, -1.532117], [2.068082, -0.369256, -0.455001], [-1.581796, 2.128986, -4.668138], [2.656964, 2.543070, -3.857807], [0.677705, 3.013794, -5.350268], [3.473068, 0.745495, -2.147077], [2.963190, 1.876117, -0.876053], [-1.988988, -1.015977, -3.506588], [-2.969624, 0.855010, -2.988093], [-0.941087, -2.648920, -2.601697], [-1.674110, -1.935148, -3.771136], [-2.342170, -2.305045, -4.357172], [0.099194, -1.267901, -0.077419], [-0.446295, -2.897872, -1.727461], [-0.249345, -3.839637, -1.766008], [2.474425, -1.817041, -1.450868], [3.489655, -1.729469, -1.859670], [2.398080, -2.691582, -0.796056], [1.731139, -1.927326, -2.247472], [3.153973, -0.357722, 0.984533], [2.995553, -1.301813, 1.518881], [4.204826, -0.277274, 0.681671], [2.905079, 0.472166, 1.656527], [-3.025110, 1.508297, 0.301750], [-4.011696, 1.697666, -0.140364], [-3.133728, 1.163712, 1.340146], [-2.422606, 2.427248, 0.291489], [-3.096443, -1.310346, -0.454437], [-3.330809, -1.429285, 0.610753], [-4.030100, -1.250966, -1.029357], [-2.480306, -2.151696, -0.794634], [1.278347, 3.547202, 5.366210], [1.689655, 2.452186, 4.522101], [3.019660, 1.908921, 4.649149], [1.310477, 2.725538, 2.924262], [0.413145, 1.893395, 2.426088], [0.058895, 1.965056, 1.175003], [-0.109619, 0.910827, 3.411806], [-0.993181, -0.168936, 3.258105], [-1.290336, -0.950739, 4.377895], [-0.693923, -0.688099, 5.623447], [0.226045, 0.367294, 5.756669], [0.507507, 1.127779, 4.628831], [-1.405023, -0.380291, 2.264949], [-1.986990, -1.785249, 4.275212], [-0.954972, -1.300695, 6.488807], [0.719505, 0.589118, 6.700634]], "atomic_forces_ev_per_a": [[-0.1, -0.1, 0.9], [-2.0, -0.7, -0.3], [0.1, 1.8, 0.4], [0.5, 0.0, -0.2], [0.0, -0.7, -0.3], [-0.3, 0.2, 0.3], [0.0, -0.2, -0.3], [0.7, 0.4, 0.0], [-1.0, -0.4, 0.3], [-0.3, 0.2, 0.2], [3.3, 0.3, -1.3], [0.4, 0.0, 0.0], [-0.1, 0.0, -0.2], [-0.1, -0.2, 0.2], [-0.1, 0.1, 0.1], [-0.1, -0.1, -0.1], [0.5, -1.8, -0.7], [0.2, -0.3, 0.1], [0.9, -0.7, 1.5], [-0.6, 1.9, 0.2], [-0.1, -0.1, -0.2], [-0.6, 0.4, 0.2], [-0.6, 0.7, -1.0], [-0.1, 0.0, -0.1], [-0.5, -0.2, 0.2], [-0.2, 0.1, 0.2], [0.1, 0.0, -0.2], [0.2, 0.0, 0.1], [-0.3, -0.1, 0.4], [0.2, 0.1, 0.0], [-0.2, -0.1, -0.1], [0.1, -0.1, -0.1], [0.2, 0.3, -0.2], [0.1, 0.0, 0.1], [0.0, 0.0, -0.3], [-0.3, -0.2, 0.0], [0.1, 0.0, -0.1], [0.0, 0.0, -0.2], [0.1, 0.0, 0.2], [-0.2, 0.1, 0.0], [0.2, -1.2, -1.6], [0.6, 0.4, 2.1], [-1.4, 0.4, -0.9], [0.3, 0.5, -0.7], [-0.2, -0.4, 0.7], [0.3, -0.4, 0.5], [-0.2, -0.1, -1.8], [-0.3, -0.3, 0.2], [-0.3, 0.1, -1.8], [0.6, 0.8, 0.8], [0.0, 0.1, -0.2], [0.5, -0.4, 2.6], [-0.1, 0.0, 0.6], [0.2, 0.2, 0.1], [0.1, 0.2, -0.2], [-0.1, -0.1, -0.1]], "mulliken_charge": [1.278, 0.643, -1.555, 1.128, -0.284, 0.773, -0.898, -0.478, -0.902, -1.316, 0.572, 0.527, 0.581, 0.474, 0.646, 0.464, 0.278, 0.690, 0.391, -0.607, 0.316, 0.063, -0.671, 0.283, -1.107, 0.480, 0.412, 0.342, -1.165, 0.390, 0.458, 0.362, -1.225, 0.502, 0.386, 0.369, -1.040, 0.432, 0.477, 0.266, -0.508, 1.166, -0.507, -0.359, 0.052, -0.499, 1.245, 0.187, -0.843, -0.543, -0.649, -0.056, 0.138, 0.475, 0.455, 0.508]}

=====

(3)
{"formula": "C45H47N7P2Sn", "method": "ωB97M-V with the def2-TZVPD basis set", "multiplicity": 1, "homo_ev": -15.798, "total_charge": 4, "e_above_lowest_kcal_mol": 23.3, "e_tot_ev": -82229.860, "orbital_gap_ev": 2.863, "elements": ["Sn", "C", "N", "P", "C", "C", "C", "C", "C", "C", "C", "C", "C", "C", "C", "C", "P", "C", "C", "C", "C", "C", "C", "C", "C", "C", "C", "C", "C", "H", "H", "H", "H", "H", "H", "H", "H", "H", "H", "H", "H", "H", "H", "H", "H", "H", "H", "H", "H", "H", "H", "H", "C", "N", "C", "C", "C", "C", "C", "C", "C", "C", "H", "H", "H", "H", "H", "H", "H", "H", "H", "H", "H", "H", "H", "C", "C", "N", "C", "C", "N", "C", "N", "N", "N", "C", "C", "C", "C", "C", "C", "H", "H", "H", "H", "H", "H", "H", "H", "H", "H", "H"], "positions_angstrom": [[-0.911166, -0.526862, -1.190499], [1.690902, 2.360570, 1.511401], [1.061773, 1.389364, 0.591767], [0.268951, 0.033483, 1.261525], [-0.262379, 0.423049, 2.951715], [0.584750, 0.238972, 4.050056], [0.143152, 0.572585, 5.318516], [-1.134228, 1.090824, 5.499747], [-1.977090, 1.276416, 4.411384], [-1.549056, 0.932278, 3.139829], [1.561586, -1.232173, 1.558883], [2.977288, -1.117247, 1.105236], [3.853003, -2.211188, 1.609515], [3.371988, -3.328256, 2.208939], [1.991569, -3.445612, 2.445091], [1.118494, -2.383173, 2.155833], [0.264498, 1.928692, -0.866922], [-0.531234, 3.502985, -0.508657], [-0.427411, 4.587423, -1.383713], [-1.096241, 5.765550, -1.088365], [-1.880500, 5.859846, 0.052444], [-2.012447, 4.769551, 0.905804], [-1.349972, 3.590311, 0.621618], [1.564399, 2.270612, -2.077024], [2.469697, 3.326810, -1.926929], [3.369673, 3.611148, -2.942082], [3.358546, 2.864060, -4.116761], [2.456932, 1.820746, -4.277168], [1.566649, 1.522617, -3.256878], [0.955343, 2.915181, 2.094352], [2.283048, 3.074173, 0.941870], [2.347829, 1.835767, 2.207517], [1.587230, -0.150993, 3.922547], [0.793940, 0.429034, 6.170815], [-1.474908, 1.347753, 6.494107], [-2.968287, 1.684212, 4.559271], [-2.211813, 1.058217, 2.291419], [3.370459, -0.148202, 1.439881], [4.915177, -2.124371, 1.417226], [4.039629, -4.125434, 2.510604], [1.595379, -4.359204, 2.875610], [0.079459, -2.463370, 2.459088], [0.153702, 4.515765, -2.291506], [-1.005562, 6.609661, -1.758754], [-2.400476, 6.782436, 0.273883], [-2.635190, 4.840242, 1.787666], [-1.453243, 2.733716, 1.277823], [2.444402, 3.954964, -1.045402], [4.051913, 4.445036, -2.835222], [4.041351, 3.114362, -4.918909], [2.435894, 1.261164, -5.203251], [0.845838, 0.721823, -3.388107], [6.948918, -0.416583, -0.889589], [6.222498, 0.699406, -0.216088], [6.424823, 0.651750, 1.258162], [4.754066, 0.843745, -0.624442], [4.031086, -0.375989, -1.165725], [4.166444, -0.617039, -2.535498], [3.475167, -1.626395, -3.181531], [2.565954, -2.389746, -2.467332], [2.400648, -2.158118, -1.111299], [3.127250, -1.171224, -0.442495], [7.992890, -0.398375, -0.584043], [6.892253, -0.310445, -1.969188], [6.509082, -1.367894, -0.602221], [6.674785, 1.563096, -0.520921], [6.061686, -0.289451, 1.661898], [5.917879, 1.489087, 1.733400], [7.487412, 0.725228, 1.483997], [4.731323, 1.594423, -1.412933], [4.213825, 1.265744, 0.222210], [4.833718, 0.005945, -3.119938], [3.643352, -1.815107, -4.233707], [1.997761, -3.173613, -2.951257], [1.724922, -2.792537, -0.550041], [-3.657240, -1.411288, 1.428255], [-3.982437, -0.781627, 0.120273], [-3.113085, -0.201299, -0.714448], [-3.845633, 0.284469, -1.791842], [-5.151395, 0.015960, -1.581647], [-5.221595, -0.650712, -0.379245], [-6.472943, -1.127253, 0.218016], [-7.090419, -2.124412, -0.579708], [-8.340627, -1.866094, -1.080335], [-8.794384, -2.906803, -1.622450], [-7.876342, -3.932841, -1.505030], [-7.923796, -5.260936, -1.919180], [-6.818551, -6.046248, -1.665448], [-5.688691, -5.528706, -1.015694], [-5.628152, -4.216758, -0.587190], [-6.753279, -3.432382, -0.819603], [-2.580450, -1.556607, 1.507999], [-4.148800, -2.377024, 1.543764], [-3.978125, -0.774720, 2.254474], [-3.392695, 0.811683, -2.615945], [-6.023100, 0.240184, -2.174792], [-7.182301, -0.302093, 0.263958], [-6.271089, -1.493549, 1.223459], [-8.808566, -5.652802, -2.402071], [-6.814412, -7.082838, -1.971607], [-4.838648, -6.178251, -0.852207], [-4.734208, -3.828263, -0.109989]], "atomic_forces_ev_per_a": [[-0.7, -0.1, 0.1], [0.2, 0.0, -0.1], [-0.7, -0.2, 0.1], [0.5, 0.7, 0.2], [-0.1, -0.3, -0.4], [0.0, 0.1, 0.0], [0.1, 0.0, 0.0], [0.0, 0.0, 0.0], [0.0, 0.0, 0.0], [0.0, 0.0, -0.1], [-0.1, -0.4, 0.0], [-0.1, -0.1, 0.3], [-0.2, 0.3, -0.2], [0.1, -0.4, 0.2], [0.3, 0.2, -0.2], [-0.2, 0.3, 0.0], [0.5, 0.4, 0.3], [0.0, -0.4, -0.1], [0.0, -0.1, 0.0], [0.0, 0.0, -0.1], [0.0, 0.0, 0.0], [0.0, -0.1, 0.1], [0.1, 0.0, 0.0], [-0.4, -0.2, -0.1], [0.0, 0.0, 0.1], [0.0, 0.0, 0.1], [0.0, 0.0, 0.0], [0.1, 0.0, 0.0], [-0.1, 0.0, 0.1], [0.0, 0.0, 0.0], [0.0, 0.0, 0.0], [0.0, 0.0, 0.0], [0.0, 0.0, 0.0], [0.0, 0.0, 0.0], [0.0, 0.0, 0.0], [0.0, 0.0, 0.0], [-0.1, 0.0, 0.0], [0.0, 0.0, 0.0], [0.0, 0.0, -0.1], [0.0, 0.0, 0.0], [0.0, 0.0, 0.1], [0.0, -0.1, 0.0], [0.0, 0.0, 0.0], [0.0, 0.0, 0.0], [0.0, 0.0, 0.0], [0.0, 0.0, 0.0], [0.0, 0.1, 0.0], [0.0, 0.0, 0.0], [0.0, 0.0, 0.0], [0.0, 0.0, 0.0], [0.0, 0.0, 0.0], [0.0, 0.0, -0.1], [0.2, -0.3, -0.2], [-0.1, 0.0, 0.0], [0.2, 0.0, 0.4], [-0.4, -0.1, -0.1], [0.1, 0.2, 0.1], [0.1, -0.1, 0.0], [0.0, -0.1, 0.0], [0.0, 0.0, 0.0], [0.1, 0.1, 0.2], [0.0, -0.1, -0.3], [0.0, 0.1, 0.0], [0.0, 0.1, 0.0], [-0.1, 0.0, 0.0], [0.0, 0.0, -0.1], [-0.1, 0.0, -0.1], [-0.1, 0.0, -0.1], [0.0, 0.0, -0.1], [0.1, 0.0, 0.0], [0.2, 0.1, 0.1], [0.0, 0.0, 0.0], [0.0, 0.0, 0.0], [0.0, 0.0, 0.0], [0.0, 0.0, 0.0], [0.0, 0.0, 0.0], [-0.2, 0.0, 0.1], [0.8, 0.0, -0.2], [-0.1, 0.1, 0.0], [0.0, 0.0, -0.1], [0.5, 0.2, 0.0], [-0.5, -0.3, 0.0], [0.4, -0.1, 0.1], [-0.1, 0.2, -0.1], [-0.4, -0.1, -0.2], [0.7, 0.2, 0.5], [-0.1, -0.1, 0.0], [-0.1, 0.0, 0.0], [0.1, 0.1, 0.0], [0.2, 0.1, 0.1], [-0.5, -0.1, -0.4], [0.0, 0.0, 0.0], [0.0, 0.0, 0.0], [0.0, 0.0, 0.0], [0.0, 0.0, 0.0], [0.0, -0.1, 0.0], [0.1, 0.1, 0.1], [0.1, 0.1, 0.0], [0.0, 0.0, -0.1], [0.0, 0.0, 0.0], [0.0, 0.0, 0.0], [-0.1, -0.1, 0.0]], "mulliken_charge": [0.789, -0.992, 0.964, 0.663, 1.112, -0.955, -0.780, -0.784, -1.173, -0.080, -0.037, 1.679, -0.431, -1.195, -0.698, -0.887, 0.439, 0.763, -0.732, -0.735, -0.652, -0.761, -0.533, 0.776, -0.046, -1.071, -0.522, -0.921, -0.213, 0.382, 0.141, 0.401, 0.412, 0.494, 0.458, 0.530, 0.536, 0.198, 0.231, 0.535, 0.560, 0.566, 0.471, 0.459, 0.449, 0.499, 0.289, 0.403, 0.557, 0.475, 0.513, 0.165, -0.812, 0.146, -0.696, -1.155, 1.428, -0.762, -1.101, -0.905, -0.784, 0.446, 0.404, 0.360, 0.349, 0.408, 0.224, 0.362, 0.432, 0.462, -0.028, 0.580, 0.531, 0.567, 0.495, -0.770, 0.739, 0.047, -0.537, -0.767, 0.187, -1.165, 0.667, -0.609, -0.470, 0.012, -0.692, -0.591, -0.633, -0.431, 1.500, -0.466, 0.558, 0.417, 0.534, 0.503, 0.391, 0.553, 0.458, 0.398, 0.393, 0.117]}